(1)
The following is a quantum chemistry calculation of C21H21BF4N2OV as an isolated structure at a distorted geometry, from OMol25.

ORCA input file:
```
! RIJCOSX wB97M-V def2-TZVPD def2/J DEFGRID3
* xyz 2 2
V -0.3972 0.2207 -1.2337
O -1.1352 2.1278 -1.3784
C -0.2886 3.2929 -1.7239
C 0.1706 3.2127 -3.1566
C 0.7329 1.8416 -3.5468
C 1.8410 1.3686 -2.6462
C 3.1670 1.5546 -2.9926
C 4.1673 1.1327 -2.1352
C 3.8248 0.5154 -0.9388
C 2.4971 0.3383 -0.6483
N 1.5148 0.7605 -1.4788
H -2.0162 2.2299 -1.7649
H 0.5258 3.2400 -1.0069
H -0.8780 4.1800 -1.5108
H 0.9270 3.9885 -3.2969
H -0.6495 3.4546 -3.8348
H 1.1142 1.8792 -4.5662
H -0.0733 1.0999 -3.6172
H 3.4050 2.0233 -3.9377
H 5.2077 1.2720 -2.3996
H 4.5762 0.1638 -0.2464
H 2.1745 -0.1578 0.2557
N -0.5550 -0.0004 0.3912
C -0.8487 -0.6739 1.5441
C -0.4688 -0.0923 2.7850
C 0.4573 0.9763 2.8054
C 0.8327 1.5445 3.9975
C 0.2710 1.0718 5.1865
C -0.6683 0.0466 5.1867
C -1.0453 -0.5357 3.9947
C -1.4909 -1.9622 1.4057
C -1.0576 -3.0273 2.2116
C -1.6189 -4.2794 2.0457
C -2.6319 -4.4644 1.1134
C -3.0772 -3.4090 0.3195
C -2.4941 -2.1668 0.4460
H 0.8832 1.3332 1.8771
H 1.5513 2.3518 4.0201
H 0.5606 1.5253 6.1261
H -1.1163 -0.2813 6.1143
H -1.8128 -1.2964 3.9835
H -0.2525 -2.8797 2.9187
H -1.2659 -5.1105 2.6405
H -3.0805 -5.4432 1.0025
H -3.8749 -3.5645 -0.3935
H -2.8575 -1.3428 -0.1527
F -1.8201 -0.5135 -2.3901
B -0.9621 -1.7355 -2.8610
F -0.0201 -1.6743 -1.6729
F -0.2744 -1.2965 -3.9302
F -1.6699 -2.8392 -2.9103
*
```

## Properties
relative energy (zero: lowest compared OMol25 entry of this formula, charge and spin) = 16.6 kJ/mol
frontier orbital gap (spin up / spin down) = 6.46 / 7.16 eV
LUMO (spin up / spin down) = -8.79 / -8.19 eV

(2)
The following is a quantum chemistry calculation of C15H30I2N2O2PS as an isolated structure at a distorted geometry, from OMol25.

ORCA input file:
```
! RIJCOSX wB97M-V def2-TZVPD def2/J DEFGRID3
* xyz -1 1
C 1.0357 4.3038 -0.8949
C 2.2825 3.3433 -1.1219
I 3.1778 3.2810 -3.1179
C 2.7938 2.5770 -0.0503
I 4.5669 1.3339 -0.5018
P 2.1634 2.4978 1.7480
C 1.5274 2.2047 3.5533
C 1.7669 0.6532 3.9844
C 0.5945 -0.3284 3.4986
C 1.0135 -1.3309 2.3113
C -0.2956 -1.7698 1.4830
C -0.7590 -0.6708 0.4133
C -1.9273 0.3193 0.9634
S -3.5070 -0.0835 0.0551
C -3.6274 0.8868 -1.4933
N -3.5965 2.3076 -1.6765
N -3.7597 2.5630 -3.0177
C -3.8887 1.2973 -3.6357
O -3.8053 0.1999 -2.7365
H 0.7244 4.7688 -1.8898
H 0.1402 3.6630 -0.5480
H 1.1803 5.0777 -0.0594
H 2.7056 3.8208 2.0896
H 0.8565 3.0193 1.4395
H 1.6284 1.1612 1.4308
H 3.3977 1.8243 2.1313
H 0.3983 2.4559 3.5661
H 2.0716 2.8985 4.2986
H 1.7132 0.6641 5.1403
H 2.8206 0.2906 3.7164
H 0.3485 -1.0065 4.4029
H -0.3793 0.2477 3.2907
H 1.4876 -2.2509 2.8250
H 1.8217 -0.9203 1.6179
H -0.0247 -2.7163 0.8935
H -1.1281 -1.9883 2.2370
H -1.1765 -1.2043 -0.5164
H 0.1214 -0.0410 0.0307
H -2.1310 0.0413 2.0637
H -1.6338 1.4153 0.8771
H -4.0669 1.1783 -4.7612
C 0.2258 -4.5118 -3.6437
C -0.3846 -4.0314 -2.3361
C -1.7768 -3.4578 -2.5527
O 0.4544 -3.0346 -1.7592
H 0.3289 -3.6846 -4.3533
H 1.2296 -4.9106 -3.4749
H -0.3878 -5.2913 -4.1033
H -0.4359 -4.8626 -1.6272
H -1.7429 -2.5941 -3.2247
H -2.1987 -3.1063 -1.6073
H -2.4502 -4.2058 -2.9797
H 0.5068 -2.2939 -2.3780
*
```

## Properties
relative energy (zero: lowest compared OMol25 entry of this formula, charge and spin) = 334.8 kJ/mol
frontier orbital gap = 6.28 eV
LUMO = 2.29 eV

(3)
The following is a quantum chemistry calculation of C3H4O5Tb as an isolated structure at a distorted geometry, from OMol25.

ORCA input file:
```
! RIJCOSX wB97M-V def2-TZVPD def2/J DEFGRID3
* xyz 2 8
C 0.7480 -1.7791 -1.8573
C 0.7327 -0.4049 -2.1947
O 0.6372 0.6687 -1.4419
C -0.2535 0.9336 -0.4039
O -0.6441 2.0897 -0.2706
O -0.2728 0.0740 0.5053
O 0.5081 -2.3105 -0.7272
H 0.8495 -2.4649 -2.7023
H 0.7048 -0.1622 -3.2574
H 0.1844 -1.6009 -0.0645
O -1.4014 1.6392 4.5688
H -0.8995 2.0815 5.2520
Tb -0.8933 1.2357 2.5937
*
```

## Properties
relative energy (zero: lowest compared OMol25 entry of this formula, charge and spin) = 0.0 kJ/mol
frontier orbital gap (spin up / spin down) = 7.88 / 8.91 eV
LUMO (spin up / spin down) = -10.20 / -10.46 eV

(4)
The following is a quantum chemistry calculation of a 3-piece molecular cluster, C30H58BClN4O13P2S overall at a distorted geometry, from OMol25.

ORCA input file:
```
! RIJCOSX wB97M-V def2-TZVPD def2/J DEFGRID3
* xyz 0 1
C -0.1249 -3.4706 2.4093
O -1.4509 -4.0826 2.6031
C -2.4854 -3.2350 1.9456
C -3.1665 -4.1128 0.7398
C -2.1349 -4.2811 -0.5281
C -2.6514 -5.3767 -1.6492
C -2.1166 -5.0811 -3.1750
C -0.4728 -5.3287 -3.3423
C 0.2740 -3.9289 -2.9000
C 1.7558 -3.7867 -3.5882
C 1.7544 -2.7749 -4.8778
C 1.4509 -1.1827 -4.4761
C 2.8556 -0.3869 -4.2166
C 2.8477 0.7046 -3.0005
Cl 4.4762 1.6533 -3.1752
N 1.7713 1.7577 -3.0644
C 1.4273 2.2044 -4.4597
C 2.3532 3.0156 -5.5219
C 1.7675 3.3852 -6.9675
N 0.4339 3.1643 -7.5916
C -0.3894 2.4644 -6.5669
C -0.0515 1.9420 -5.0900
C 2.8918 0.0153 -1.4754
C 2.8640 1.2090 -0.3036
C 3.0375 0.6273 1.2217
C 2.3045 1.6180 2.3422
O 1.2838 1.2363 3.1289
O 2.9004 2.9913 2.4403
O 1.8854 -1.0305 -1.2774
C 0.5627 -0.5315 -0.9153
N 0.1859 -0.7658 0.5634
C -0.8359 0.1679 0.7681
S -2.2616 1.1510 0.8655
B 4.3623 -0.7541 -1.2096
N 4.5321 -2.2639 -1.5090
O 5.5558 -0.0883 -0.6411
H 0.7585 -4.0463 2.9280
H -0.1547 -2.3734 2.8748
H 0.1268 -3.4345 1.2456
H -3.2968 -2.8410 2.6923
H -1.9621 -2.3084 1.4455
H -4.1656 -3.6094 0.3412
H -3.3797 -5.1831 1.1678
H -1.8878 -3.2496 -1.0754
H -1.0786 -4.6709 -0.1363
H -2.2668 -6.4393 -1.3015
H -3.8293 -5.3197 -1.6473
H -2.4060 -3.9741 -3.4755
H -2.7012 -5.7895 -3.9372
H -0.2054 -6.2319 -2.6308
H -0.2081 -5.6630 -4.4411
H -0.3736 -2.9993 -3.1994
H 0.4636 -4.0076 -1.7239
H 2.5911 -3.4769 -2.8294
H 2.0685 -4.8619 -3.9976
H 2.8120 -2.7487 -5.4267
H 0.9733 -3.1345 -5.7029
H 0.9757 -0.7166 -5.4672
H 0.6371 -1.0622 -3.6465
H 3.1319 0.1489 -5.2476
H 3.6945 -1.2282 -4.0979
H 2.0866 2.6416 -2.5668
H 3.4502 3.3256 -5.2256
H 2.5352 3.9461 -7.6936
H -1.5109 2.2603 -6.9299
H -0.8676 1.3715 -4.4596
H 3.7511 1.9940 -0.4538
H 1.8737 1.8673 -0.3655
H 2.6929 -0.5029 1.3477
H 4.1944 0.6299 1.5062
H 2.2250 3.6668 2.1379
H 0.3201 0.5704 -1.2170
H -0.2212 -1.2041 -1.5163
H 4.6172 -2.4336 -2.5344
H 3.7705 -2.8204 -1.0639
H 6.3980 -0.5062 -1.0107
C 3.7562 4.8522 4.4383
O 4.5877 5.6900 5.2144
P 4.0219 5.9940 6.8208
O 4.5412 7.4308 6.7344
O 5.2262 5.0497 7.4284
C 5.1609 3.6565 7.2142
O 3.4562 6.2980 8.4272
C 2.4784 5.3852 8.8791
H 3.5872 5.3239 3.4669
H 4.2565 3.8927 4.2847
H 2.7915 4.6845 4.9256
H 5.8007 3.3905 6.3702
H 4.1363 3.3316 7.0131
H 5.5255 3.1437 8.1083
H 2.8999 4.3805 8.9519
H 1.6289 5.3818 8.1899
H 2.1331 5.6982 9.8670
C -9.5933 -0.4081 0.8613
O -8.3135 -0.9522 1.1094
P -6.9921 0.1221 0.8044
O -6.1608 -1.0475 0.2729
O -6.7181 0.2515 2.4228
C -7.6578 0.9507 3.2099
O -5.6708 1.1963 0.4995
C -6.0366 2.5580 0.4271
H -10.1635 -1.1110 0.2485
H -10.1126 -0.2641 1.8121
H -9.5258 0.5489 0.3362
H -8.3259 0.2357 3.6947
H -8.2446 1.6476 2.6051
H -7.1245 1.5134 3.9807
H -6.4168 2.9021 1.3911
H -6.8009 2.6953 -0.3433
H -5.1554 3.1467 0.1621
*
```

## Properties
frontier orbital gap = 6.02 eV
LUMO = -3.17 eV
SMILES = COCCCCCCCCCCC[C@@](Cl)(Nc1ccncc1)[C@@](CCC(=O)O)(OCN=C=S)B(N)O.COP(=O)(OC)OC.COP(=O)(OC)OC

(5)
The following is a quantum chemistry calculation of C3H5ClFN as an isolated structure at a distorted geometry, from OMol25.

ORCA input file:
```
! RIJCOSX wB97M-V def2-TZVPD def2/J DEFGRID3
* xyz 0 1
C 1.7001 -0.5122 0.4338
C 0.3501 0.0146 0.1993
C -0.7951 -0.6847 0.0083
H 3.4281 0.9777 -0.2192
H 3.4525 -1.0701 -0.6720
H 1.5900 -1.6716 0.4637
H 2.0358 -0.3336 1.4883
H -0.7726 -1.7363 0.1488
N 2.7073 -0.0508 -0.5988
F 0.2954 1.3354 0.1712
Cl -2.2868 -0.0432 -0.1417
*
```

## Properties
relative energy (zero: lowest compared OMol25 entry of this formula, charge and spin) = 214.5 kJ/mol
frontier orbital gap = 9.51 eV
LUMO = 0.49 eV

Electronic energy across the listed records, respectively: -64371.6009 -59435.0156 -35828.8664 -107218.4539 -19918.9062 eV.